C48H128As2F12N8O16 as an isolated structure in a non-equilibrium geometry, computed with ωB97M-V with the def2-TZVPD basis set.

Results
frontier orbital gap (alpha / beta): 2.23 / 8.05 eV
HOMO level (alpha / beta): -11.27 / -17.10 eV
⟨S²⟩: 0.752
spin multiplicity: 2
charge: +5

XYZ file:
```
214
Properties=species:S:1:pos:R:3:forces:R:3
C 9.905460 -23.088430 18.853600 1.105 1.911 0.896
O 10.242170 -24.068370 17.931510 -0.145 -1.922 -1.375
C 10.209700 -23.760900 16.538140 0.394 0.463 0.578
C 10.686760 -24.976670 15.725290 -1.041 -0.713 1.334
N 10.146610 -26.278090 16.405080 1.237 -0.207 -1.811
H 10.630180 -26.987370 15.872940 -0.103 -0.849 -0.146
H 10.561820 -26.332290 17.324190 -0.145 0.052 0.669
C 8.659290 -26.492670 16.491140 -0.590 2.076 -0.589
C 8.144700 -27.884910 16.867480 2.017 2.412 1.431
O 9.046930 -28.154200 17.935080 0.149 0.941 -0.869
C 8.781800 -29.393990 18.462190 0.403 -1.979 0.498
H 10.690260 -22.332320 18.831850 0.379 0.172 0.364
H 9.882350 -23.525670 19.851790 0.080 -0.300 -0.226
H 9.044640 -22.426110 18.761790 -0.827 -0.625 -0.827
H 10.966050 -23.017400 16.286690 -0.134 0.594 0.142
H 9.220870 -23.342270 16.350880 -0.046 -0.266 -0.678
H 11.774480 -25.044640 15.743560 -0.028 -0.170 0.511
H 10.464410 -25.013170 14.658830 -0.659 0.238 0.184
H 8.217120 -26.189950 15.541960 0.227 0.095 -0.180
H 8.503520 -25.669000 17.187840 -1.133 -0.465 0.409
H 8.215880 -28.468840 15.949840 -0.147 -0.895 0.462
H 7.183210 -27.819070 17.376700 -0.559 -0.035 -0.989
H 7.826540 -29.488700 18.978540 -0.297 0.275 -0.124
H 9.553220 -29.638310 19.192480 0.047 -0.096 -0.210
H 8.812310 -30.061250 17.600840 -0.046 -0.822 0.463
C 2.872320 -21.047370 19.475650 0.333 1.446 1.149
O 3.372870 -20.681760 18.196090 -0.607 -2.081 -1.968
C 2.599770 -21.357020 17.157940 0.103 -0.139 -0.154
C 3.207880 -21.419230 15.714860 0.033 1.375 1.855
N 4.613970 -21.992650 15.669140 0.021 0.965 0.374
H 4.692900 -22.753900 16.328200 0.147 -0.083 0.750
H 4.663500 -22.478310 14.784960 0.710 0.317 -0.758
C 5.761240 -20.903370 15.912910 -0.860 -0.719 -0.707
C 7.137510 -21.480620 15.548180 -0.992 0.985 0.605
O 7.243760 -21.587130 14.165320 -1.971 0.607 0.124
C 8.346080 -22.199450 13.565630 -0.084 0.655 0.669
H 2.729270 -22.091370 19.754410 0.105 -0.297 -0.830
H 1.959360 -20.490690 19.687090 -0.284 -0.171 -0.108
H 3.614650 -20.644440 20.164630 -0.009 -0.088 0.126
H 1.584240 -20.962600 17.122780 0.058 0.769 -0.451
H 2.323930 -22.388190 17.378600 0.737 -0.460 0.746
H 3.342070 -20.411270 15.322310 -0.401 -0.143 -0.285
H 2.523520 -22.024680 15.120570 0.242 0.108 -0.142
H 5.660590 -20.572690 16.946650 0.149 -0.503 0.170
H 5.460030 -20.034960 15.327050 0.113 -0.266 -0.388
H 7.156680 -22.392940 16.144350 0.670 -0.658 -0.271
H 7.875270 -20.775610 15.931270 0.310 -0.025 0.406
H 9.244080 -21.815540 14.049690 0.461 -0.383 0.053
H 8.322660 -21.785600 12.557530 0.182 -0.872 -0.210
H 8.190620 -23.270080 13.698640 0.667 -0.228 -0.634
C 4.559680 -17.894340 19.649170 0.601 -0.814 0.059
O 5.244270 -17.431560 20.807030 -0.262 1.239 -0.428
C 4.846960 -16.029150 21.081100 0.910 -2.115 -1.339
C 5.962910 -15.345310 21.874330 -0.532 -1.529 -0.207
N 7.358760 -15.557930 21.204910 -2.446 1.199 -1.697
H 8.043680 -15.139230 21.817840 0.487 0.712 0.077
H 7.549450 -16.548310 21.258630 0.120 -0.699 -0.649
C 7.437920 -14.989880 19.730130 1.360 1.258 1.740
C 7.518110 -13.439810 19.772450 -0.736 -0.700 -1.569
O 6.392120 -12.932260 20.367320 -0.933 1.800 0.847
C 6.339060 -11.490400 20.545330 -0.016 0.138 1.145
H 4.730990 -17.267570 18.774000 0.001 0.306 0.018
H 3.489210 -18.053520 19.779000 -0.215 0.380 0.305
H 4.967810 -18.874130 19.401100 0.191 0.001 0.086
H 3.829660 -16.175030 21.444290 0.202 1.044 0.984
H 4.744420 -15.531230 20.116910 -0.008 0.174 -0.113
H 6.097070 -15.897270 22.804630 -0.197 0.570 0.326
H 5.617190 -14.314490 21.951610 1.024 0.016 0.339
H 6.640330 -15.405160 19.114090 0.138 0.069 0.397
H 8.424450 -15.185570 19.309930 -0.139 -1.082 0.180
H 7.432690 -13.103470 18.739170 0.476 -0.301 -0.739
H 8.487380 -13.049620 20.082870 0.049 -0.166 0.906
H 6.593430 -10.759440 19.777800 0.128 -0.950 -1.180
H 7.022360 -11.190330 21.339780 -0.062 -0.294 0.399
H 5.320750 -11.228940 20.833050 0.087 -0.340 0.129
C 10.906170 -13.274610 15.256940 0.096 0.353 -0.933
O 10.822650 -14.680380 15.413200 2.538 -0.029 -0.452
C 9.611700 -15.042190 15.874670 -2.278 -0.285 1.318
C 9.373010 -16.544090 15.861710 1.203 -0.103 -0.749
N 9.548010 -16.970630 14.389470 -2.006 -0.100 0.056
H 9.100500 -16.246950 13.845310 -0.301 0.475 -0.506
H 10.516030 -16.919790 14.105860 0.428 -0.326 0.083
C 8.822000 -18.261910 13.998260 1.295 -0.031 -1.715
C 8.730300 -18.446180 12.430650 0.423 0.547 0.743
O 8.021790 -17.409120 11.840490 -0.780 0.159 -1.011
C 8.126830 -17.485160 10.367280 1.016 0.465 0.906
H 11.910190 -12.863510 15.151870 0.382 -0.850 -0.058
H 10.509220 -12.697680 16.092210 -0.635 -0.269 0.021
H 10.417900 -13.108370 14.296710 -0.367 0.887 0.216
H 8.789050 -14.599580 15.313020 -0.252 0.250 -0.732
H 9.444530 -14.583740 16.849340 -0.051 -0.542 0.658
H 8.360540 -16.808480 16.166830 0.198 0.027 0.086
H 10.113620 -17.142210 16.392610 -0.287 0.214 0.391
H 7.837230 -18.248790 14.465340 0.272 -0.051 0.055
H 9.491850 -19.055690 14.328870 -0.523 -0.184 0.519
H 8.326550 -19.427110 12.179950 -0.490 -0.219 0.392
H 9.713070 -18.478370 11.960310 0.701 0.044 0.353
H 9.133370 -17.144240 10.124920 0.185 0.036 -0.109
H 7.453070 -16.787910 9.869290 -0.324 -0.356 0.477
H 8.071000 -18.512110 10.006230 -0.555 0.005 0.107
C 3.320660 -23.498010 23.161460 0.055 -0.412 0.150
O 4.441900 -22.716250 22.786680 1.335 1.184 1.282
C 4.987980 -22.008010 23.928030 0.540 -0.976 0.209
C 6.339110 -21.353960 23.576580 -0.738 -0.062 -0.811
N 7.076740 -22.340700 22.615440 -0.157 2.937 1.006
H 7.188480 -23.223570 23.093110 0.238 -0.306 0.243
H 6.413480 -22.488190 21.868160 -0.355 -0.292 -0.385
C 8.378580 -21.788120 22.010010 -0.829 -0.761 0.523
C 9.521140 -21.486920 22.989690 -0.556 -0.273 1.340
O 9.409290 -20.411270 23.942300 0.319 -1.864 -0.061
C 9.296830 -19.130460 23.392050 -0.578 -0.003 -1.607
H 2.541850 -22.917400 23.655880 -0.467 0.467 -0.959
H 3.499370 -24.208050 23.968930 0.837 -0.449 -0.190
H 3.128640 -24.017760 22.222800 -0.968 -0.013 0.439
H 5.227390 -22.711220 24.725700 -0.389 -0.451 0.127
H 4.246550 -21.320410 24.334960 0.203 0.343 -0.129
H 7.012430 -21.072160 24.386110 -0.192 -0.666 0.276
H 6.106140 -20.391380 23.121320 0.504 -0.247 -1.001
H 8.096020 -20.968810 21.348950 0.078 0.184 0.077
H 8.629160 -22.644230 21.383610 0.681 0.294 -0.148
H 10.400150 -21.533220 22.346800 0.345 0.986 -0.121
H 9.702310 -22.308110 23.683170 -0.373 -0.514 -0.189
H 9.482160 -18.318560 24.095310 0.356 -0.406 -0.004
H 8.283550 -19.028300 23.003550 -0.293 0.418 -0.005
H 9.900890 -19.157120 22.485120 0.392 0.954 0.149
C 11.791220 -14.159470 19.401730 0.665 -0.296 1.106
O 12.580800 -14.329650 18.210260 0.180 0.543 -0.868
C 13.319150 -13.108380 17.954810 -0.110 -1.543 0.344
C 14.492250 -13.409670 16.941710 0.897 1.872 0.307
N 15.016800 -14.768240 17.128610 -0.062 -1.499 0.120
H 15.582440 -14.749040 17.965140 0.473 -0.070 0.196
H 14.204460 -15.278300 17.444910 -0.875 -1.131 -0.190
C 15.787460 -15.412960 16.002060 0.043 0.602 -2.404
C 14.982810 -15.590180 14.683520 -1.436 0.444 -0.196
O 13.812380 -16.311330 14.906030 -0.932 -2.249 0.582
C 13.249780 -17.057430 13.782760 0.292 1.696 0.728
H 12.427490 -14.274350 20.279270 0.482 0.418 0.121
H 11.102840 -14.975750 19.620610 -0.347 0.095 -1.071
H 11.368010 -13.157050 19.466040 -0.361 -0.153 -0.211
H 13.702830 -12.841450 18.939510 0.681 0.321 -0.100
H 12.638720 -12.296080 17.699300 0.206 0.003 -0.663
H 15.357890 -12.808430 17.219700 -0.245 0.576 0.244
H 14.481000 -13.194850 15.873150 -1.232 -0.197 0.072
H 16.285600 -16.365270 16.183830 -0.481 0.226 0.997
H 16.545120 -14.690790 15.697870 0.269 0.076 0.379
H 15.487850 -16.062340 13.840840 1.078 0.107 0.435
H 14.610660 -14.639250 14.302310 0.626 0.599 -0.052
H 12.420460 -17.648300 14.171590 0.162 0.028 0.147
H 13.932560 -17.713390 13.242740 0.357 0.053 0.277
H 12.893180 -16.276810 13.110770 -0.286 -0.291 -0.463
C 13.439800 -17.975110 21.805240 -0.750 2.545 0.231
O 13.908790 -19.249480 21.643100 0.626 -3.300 0.065
C 13.037400 -20.337690 22.096670 0.211 0.190 -0.323
C 12.946450 -20.398670 23.614020 0.783 2.243 0.210
N 14.329160 -19.984750 24.232280 -0.231 -2.327 -0.176
H 14.676010 -19.100480 23.888990 -0.043 0.556 -0.244
H 14.113790 -19.934320 25.217760 0.216 0.535 0.504
C 15.480960 -20.996450 24.105460 1.316 0.869 -0.512
C 16.846590 -20.354530 24.652230 -2.791 0.323 -0.089
O 17.006790 -19.113760 23.945690 -0.330 -1.331 0.429
C 18.034220 -18.255120 24.502560 -0.545 -0.671 -0.260
H 12.572990 -17.683570 21.212170 -0.586 -0.601 0.171
H 14.161780 -17.229710 21.471730 0.675 -0.379 -0.186
H 13.299490 -17.675450 22.843810 -0.478 -0.125 0.284
H 13.358530 -21.337170 21.803390 0.886 0.431 -0.796
H 12.070500 -20.212000 21.609410 -0.279 0.189 0.259
H 12.610740 -21.306860 24.114600 0.208 -0.114 -0.427
H 12.283540 -19.583770 23.904850 -0.025 -0.058 0.476
H 15.700410 -21.189700 23.055410 -0.735 -0.017 -0.122
H 15.167990 -21.909610 24.611700 0.249 0.110 0.050
H 17.684130 -21.047120 24.568860 -0.031 0.013 -0.189
H 16.582720 -20.207990 25.699610 0.760 0.415 0.396
H 17.526530 -17.453760 25.039370 0.375 0.156 -0.085
H 18.598600 -17.935900 23.626400 0.198 0.382 0.437
H 18.649020 -18.847160 25.180510 0.211 0.285 -0.037
C 19.019810 -21.720430 20.433040 -0.887 -1.047 -1.408
O 18.674570 -20.450980 19.962140 -0.334 3.135 0.622
C 17.550480 -19.892680 20.631220 0.383 -0.842 0.227
C 17.263610 -18.426930 20.281720 0.077 -1.190 -1.556
N 17.561970 -18.189530 18.746730 -0.492 -1.484 1.740
H 17.327220 -17.222680 18.572970 -0.957 0.090 -0.575
H 18.569020 -18.114200 18.763860 0.722 -0.979 -0.698
C 16.948170 -19.234520 17.753450 0.901 1.967 -0.775
C 15.467720 -19.166240 17.628680 -1.304 -0.090 0.828
O 14.864370 -17.884020 17.562670 0.984 -0.243 0.225
C 13.476760 -18.037250 17.711290 -2.478 1.708 -0.055
H 18.331590 -22.303350 19.820950 0.192 -1.273 0.368
H 18.780810 -21.903850 21.480580 0.512 0.236 0.140
H 20.034340 -21.932790 20.095810 -0.042 -0.014 0.561
H 17.615310 -20.045840 21.708460 0.602 0.799 0.377
H 16.663920 -20.511790 20.494040 -0.470 -0.042 -0.994
H 17.907180 -17.687550 20.758400 -0.357 -0.136 0.341
H 16.184440 -18.327610 20.398440 0.156 0.663 0.300
H 17.238800 -20.273730 17.907310 0.397 0.412 0.711
H 17.339050 -18.950650 16.776350 0.454 0.119 0.112
H 14.965780 -19.653600 18.464530 0.111 -0.531 0.050
H 15.262390 -19.700500 16.701050 -0.241 -0.349 -0.009
H 13.007800 -18.182970 18.684390 1.021 -1.063 0.713
H 12.949900 -18.678660 17.004820 0.602 -0.443 -0.197
H 12.979730 -17.076880 17.574370 0.381 0.479 -0.704
As 9.357250 -18.599980 19.120380 0.911 -0.425 -0.819
F 8.208710 -19.931420 19.403290 -1.079 -1.707 0.414
F 9.105280 -18.083170 20.744720 -0.483 1.107 1.932
F 10.453860 -17.251380 18.648410 0.744 1.108 -0.006
F 9.569300 -19.208570 17.433290 0.155 -0.766 -1.857
F 7.992800 -17.634880 18.600110 -1.311 1.067 -0.636
F 10.818760 -19.547460 19.724630 0.937 -0.847 0.443
As 10.461810 -14.585390 23.140830 1.985 -0.315 0.370
F 8.800090 -14.026600 23.017930 0.346 -0.754 0.335
F 10.068830 -16.135320 24.008520 0.178 1.834 -0.752
F 12.183720 -15.024750 22.983610 -1.043 0.013 0.436
F 10.860860 -13.148210 22.148330 -0.380 -1.241 0.759
F 10.757590 -13.775480 24.729530 -0.619 -1.125 -2.525
F 10.237970 -15.643790 21.622580 -0.283 1.518 1.281
```
Positions in Å, forces in eV/Å.